Entry 1:
Entry from the OMol25 dataset: a 2-piece molecular cluster, C6H10N2O overall at a distorted geometry (ωB97M-V/def2-TZVPD).

Structure (XYZ):
```
19
Properties=species:S:1:pos:R:3:lowdin_charge:R:1
C -0.19198 -5.47081 0.39241 -0.051
C -0.40433 -4.83445 1.77255 -0.401
N -1.74018 -4.33369 2.05402 -0.049
C -2.10476 -3.07367 1.42899 -0.236
C -2.42177 -3.09678 -0.01479 -0.130
C -2.57322 -2.88086 -1.19824 0.105
C -0.02676 -5.77360 2.85805 -0.172
N 0.42836 -6.46561 3.68255 0.144
H -0.92414 -6.27087 0.21968 0.090
H -0.30930 -4.69800 -0.37720 0.065
H 0.82207 -5.88117 0.29865 0.086
H 0.29638 -3.98728 1.86424 0.149
H -2.44614 -5.04789 1.90309 0.125
H -2.98257 -2.66257 1.94981 0.123
H -1.28840 -2.35620 1.60291 0.123
H -2.75578 -2.82502 -2.25751 0.031
O 0.65590 1.36975 1.00238 -0.108
H 1.15551 0.92244 0.30583 0.023
H -0.23550 0.85057 1.09374 0.084
```

Results
- Maximum force: 3.1 eV/A
- Frontier orbital gap: 10.17 eV
- Spin multiplicity: 1
- Energy above the lowest of the compared OMol25 structures with the same formula, charge and spin: 298.7 kJ/mol
- HOMO: -9.900 eV
- Net charge: 0
- Electronic energy: -11408.9920 eV

***

Entry 2:
Entry from the OMol25 dataset: an isolated ion of composition C8H12Br2ClN3P and charge +1 (ωB97M-V/def2-TZVPD).

Structure (XYZ):
```
27
Properties=species:S:1:pos:R:3:lowdin_charge:R:1
C 2.93504 -0.35121 1.00443 -0.141
C 1.70440 -1.25330 1.01749 -0.413
P 0.63156 -1.23803 -0.49511 0.995
C 1.83805 -1.10224 -1.86177 -0.286
C 0.12119 0.53002 -0.40311 -0.401
N 0.62891 1.55416 -1.02662 0.134
N -0.12039 2.62195 -0.64384 0.087
C -1.07988 2.27568 0.18468 -0.703
Cl -2.21904 3.27430 0.88695 0.895
N -0.97411 0.95245 0.35296 -0.061
C -1.80731 0.15329 1.20610 -0.806
Br -1.32944 0.24715 3.01372 0.832
C -2.81313 -0.54523 0.67310 -0.757
C -3.13164 -0.52398 -0.79835 -0.096
Br -3.90239 -1.60208 1.75169 0.852
H 2.67647 0.67884 0.75022 0.062
H 3.68732 -0.70086 0.29715 0.071
H 3.40002 -0.33718 1.99145 0.079
H 1.03639 -0.96218 1.83483 0.025
H 1.97406 -2.29988 1.17816 0.082
H 2.56970 -1.89729 -1.69297 0.053
H 1.34878 -1.29328 -2.81601 0.041
H 2.36828 -0.15192 -1.89370 0.038
H 0.08173 3.54828 -0.99528 0.186
H -4.00777 -1.13035 -1.00952 0.074
H -2.29525 -0.94265 -1.36424 0.069
H -3.32156 0.49553 -1.14240 0.091
```

Results
- Maximum force: 0.3 eV/A
- Frontier orbital gap: 9.07 eV
- Spin multiplicity: 1
- HOMO: -12.555 eV
- Net charge: +1
- Electronic energy: -174849.9759 eV

***

Entry 3:
Entry from the OMol25 dataset: a 2-piece molecular cluster, C4H12 overall at a distorted geometry (ωB97M-V/def2-TZVPD).

Structure (XYZ):
```
16
Properties=species:S:1:pos:R:3:lowdin_charge:R:1
C 0.29271 1.14375 -1.95742 -0.109
C -1.07576 0.63677 -2.56628 -0.153
H 1.03497 1.27817 -2.71368 0.066
H -0.02326 1.88264 -1.31979 0.033
H 0.46014 0.40194 -1.25245 0.019
H -1.29044 1.38852 -3.30050 0.047
H -1.89988 0.46323 -1.95517 0.026
H -1.21235 -0.38797 -2.99371 0.073
C 0.76110 -1.41058 1.89216 -0.207
C 0.10930 -0.24511 2.50975 -0.197
H 1.42192 -1.17577 0.99808 0.076
H 1.40991 -2.01579 2.54446 0.061
H -0.01599 -2.22684 1.66631 0.089
H -0.36425 -0.64220 3.40296 0.065
H -0.44364 0.41209 1.99668 0.008
H 0.83551 0.49716 3.04859 0.104
```

Results
- Maximum force: 6.1 eV/A
- Frontier orbital gap: 12.21 eV
- Spin multiplicity: 1
- Energy above the lowest of the compared OMol25 structures with the same formula, charge and spin: 161.4 kJ/mol
- HOMO: -11.166 eV
- Net charge: 0
- Electronic energy: -4340.8555 eV

***

Entry 4:
Entry from the OMol25 dataset: a 9-piece molecular cluster, C37H49Br4N5O2 overall at a distorted geometry (ωB97M-V/def2-TZVPD).

Structure (XYZ):
```
97
Properties=species:S:1:pos:R:3:lowdin_charge:R:1
Br 1.89996 -4.49694 -2.25452 0.703
C 2.66400 -5.89611 -3.42005 -0.675
C 1.65192 -6.97293 -3.75167 -0.655
Br 2.67032 -8.52117 -4.45992 0.602
H 3.47634 -6.31816 -2.83286 0.036
H 3.17065 -5.41743 -4.25345 0.059
H 0.88820 -6.65142 -4.45101 0.062
H 1.19729 -7.30276 -2.82252 0.042
Br -2.53360 0.35062 -1.77696 0.720
C -3.51796 1.70494 -0.75226 -0.672
C -4.41500 1.06552 0.27363 -0.687
Br -5.55438 2.41449 1.09958 0.636
H -4.15354 2.17353 -1.49845 0.046
H -2.84476 2.44850 -0.34398 0.051
H -3.90336 0.58719 1.10357 0.027
H -5.07393 0.36715 -0.23654 0.051
N 2.67250 0.59206 4.49294 0.067
C 2.21764 1.49902 3.61673 -0.153
C 1.29766 2.46897 4.00046 -0.077
C 0.91118 2.56285 5.33116 -0.092
C 1.41539 1.64297 6.22215 -0.088
C 2.27552 0.65506 5.76321 -0.151
H 2.64732 1.50019 2.62452 0.090
H 0.95088 3.20319 3.28302 0.107
H 0.18635 3.31826 5.60432 0.108
H 1.03153 1.59664 7.23438 0.104
H 2.69356 -0.08738 6.42898 0.103
N -0.87106 -4.68221 0.51392 0.062
C -1.34770 -5.24742 -0.59343 -0.177
C -2.63756 -5.02109 -1.09542 -0.060
C -3.46795 -4.20938 -0.34320 -0.076
C -2.96212 -3.59279 0.79224 -0.078
C -1.65241 -3.81100 1.17398 -0.159
H -0.61955 -5.93254 -1.00885 0.072
H -2.94559 -5.48393 -2.02176 0.103
H -4.50916 -4.06614 -0.59874 0.107
H -3.66936 -3.05631 1.41385 0.102
H -1.25257 -3.35604 2.06951 0.087
N 5.67770 4.37018 -0.90469 0.053
C 4.64359 3.57835 -0.61554 -0.160
C 4.00788 3.45896 0.62307 -0.063
C 4.42288 4.34431 1.61369 -0.077
C 5.50511 5.18334 1.36254 -0.072
C 6.08984 5.14963 0.09486 -0.161
H 4.26826 3.07613 -1.50329 0.101
H 3.17452 2.77223 0.68736 0.073
H 3.91532 4.36759 2.57026 0.097
H 5.88774 5.92096 2.05258 0.097
H 6.97560 5.74198 -0.10839 0.100
N -2.39810 4.49888 -2.10987 0.057
C -1.69548 3.52173 -2.68667 -0.217
C -0.34891 3.27725 -2.48265 -0.079
C 0.36407 4.15837 -1.68471 -0.060
C -0.31819 5.24497 -1.14832 -0.074
C -1.68581 5.31493 -1.29429 -0.147
H -2.24605 2.99256 -3.45764 0.097
H 0.17094 2.49484 -3.01784 0.096
H 1.41139 4.01359 -1.45487 0.098
H 0.10570 5.92667 -0.42067 0.101
H -2.33006 6.06430 -0.85098 0.102
N -1.96907 -3.17747 -4.82725 0.060
C -2.08905 -2.51722 -5.97593 -0.158
C -1.08651 -1.69995 -6.48567 -0.078
C 0.03411 -1.38541 -5.72724 -0.063
C 0.14864 -2.06255 -4.50940 -0.090
C -0.82205 -2.98542 -4.15328 -0.175
H -3.00021 -2.67412 -6.53795 0.101
H -1.14286 -1.22370 -7.45711 0.099
H 0.80883 -0.66298 -5.94039 0.105
H 0.96246 -1.98205 -3.80112 0.064
H -0.76254 -3.42916 -3.16741 0.061
C -2.80283 0.25253 4.81133 -0.150
C -1.46589 -0.50184 4.67523 -0.141
C -1.35977 -0.67765 3.15522 -0.184
O -2.03988 0.46242 2.64260 -0.162
C -2.62112 1.26397 3.65845 -0.191
H -2.91963 0.76940 5.76559 0.111
H -3.66397 -0.40059 4.67586 0.113
H -1.55602 -1.33577 5.37459 0.115
H -0.61911 0.09585 5.01333 0.088
H -1.84632 -1.57394 2.76549 0.093
H -0.30378 -0.62191 2.88555 0.098
H -3.58839 1.64553 3.33636 0.084
H -1.95242 2.05105 4.01679 0.110
C 0.82588 -1.02404 -1.01764 -0.186
C 0.55723 -0.90134 0.46392 -0.165
C 0.50853 0.60772 0.64634 -0.201
O 1.53745 1.08312 -0.22653 -0.171
C 1.78208 0.14276 -1.28793 -0.174
H -0.10122 -0.72764 -1.52416 0.028
H 1.13771 -1.97565 -1.43437 0.034
H 1.42799 -1.30998 0.98968 0.132
H -0.34799 -1.36539 0.85493 0.083
H 0.79029 0.87198 1.66412 0.080
H -0.47618 0.96721 0.33972 0.095
H 2.82281 -0.19331 -1.23962 0.120
H 1.60821 0.69580 -2.21254 0.103
```

Results
- Maximum force: 1.9 eV/A
- Frontier orbital gap: 9.97 eV
- Spin multiplicity: 1
- HOMO: -9.474 eV
- Net charge: 0
- Electronic energy: -330876.9904 eV

***

Question: spin multiplicity of number 3 (C4H12)?
Answer: 1